A structure of composition C39H45GeLiN3O2PSe. Source: OMol25; level of theory: ωB97M-V/def2-TZVPD.

## Properties
- LUMO energy: -0.5 eV
- 2S+1: 1
- F_max: 0.0177 hartree/bohr

Geometry (Å):
Se  -0.42822  3.26306  -2.40283
Ge  2.02375  -0.32083  -1.32982
P  1.72485  1.14647  1.77332
O  -3.60613  -5.34083  2.75168
O  -6.82925  0.41930  -2.62589
N  -0.29588  5.63407  -0.64787
N  -2.38077  0.21814  -0.46704
N  -1.04624  -1.37084  1.19849
C  -1.98412  1.57149  3.39656
C  0.56125  -0.63883  -6.08673
C  -3.04150  -0.86300  -0.02534
C  3.68947  3.48492  -1.68165
C  3.34570  4.15620  -0.51763
C  -2.99011  1.02146  -1.33478
C  -0.68627  1.18758  3.11447
C  -0.32831  -1.04219  -4.91145
C  1.26155  -3.88907  -1.14831
C  2.78162  -4.01528  -1.06753
C  3.83168  1.55033  3.51230
C  -2.62666  2.50029  2.58250
C  -6.31850  -0.68010  -1.90604
C  2.54862  1.98848  3.18923
C  -2.28029  -3.30713  2.76356
C  -2.34140  -1.65862  1.01248
C  2.70794  3.48197  0.50777
C  4.00934  3.24236  5.20582
C  3.55843  -1.56263  -1.14006
C  -2.98693  -4.36599  3.57402
C  -4.30622  -1.19017  -0.48974
C  1.26638  -0.15087  -3.14131
C  -0.34122  4.71730  -1.36071
C  3.54779  -2.93101  -1.82884
C  4.56209  2.17763  4.50991
C  -2.98395  -2.61794  1.78466
C  -0.65490  2.65996  1.21160
C  -0.37155  -2.03088  2.13056
C  0.00159  1.73808  2.02475
C  1.99492  3.04820  3.90435
C  -4.94106  -0.35294  -1.40044
C  2.38084  2.13265  0.37326
C  -0.93744  -3.00438  2.93766
C  2.66466  1.46587  -0.82724
C  -1.96275  3.04160  1.49564
C  -4.27022  0.78646  -1.81460
C  2.72543  3.67217  4.90484
C  3.34124  2.15527  -1.83252
C  0.46123  -1.35291  -3.63760
Li  -0.48988  0.36356  0.17619
H  4.19009  4.01123  -2.48387
H  -2.92769  -5.84143  2.28836
H  4.26138  0.71853  2.96488
H  2.46529  4.01690  1.41566
H  0.81387  -0.72789  -0.44225
H  -2.44058  3.78154  0.86540
H  -2.42703  1.89101  -1.66383
H  3.09445  -3.98892  -0.01914
H  4.58475  -3.26432  -1.92831
H  3.56662  5.20957  -0.41195
H  -7.70407  0.20491  -2.95723
H  3.14873  -2.84632  -2.84455
H  4.39520  -0.97263  -1.52450
H  -6.95803  -0.92381  -1.04972
H  -2.29431  -4.82373  4.28631
H  3.74421  -1.69202  -0.06941
H  5.56102  1.83366  4.74634
H  -4.73409  1.47968  -2.49997
H  -1.03401  -0.23301  -4.69923
H  0.61848  0.73006  -3.09474
H  -0.33956  -3.50163  3.69042
H  0.67666  -1.76459  2.22868
H  -0.24074  -1.66681  -2.85664
H  2.28858  4.50383  5.44337
H  0.78345  -4.69943  -0.59572
H  -3.79849  -3.90917  4.14168
H  3.55688  1.64953  -2.76845
H  1.38320  -1.34830  -6.21116
H  1.13223  -2.19621  -3.82886
H  4.57769  3.73627  5.98365
H  -4.03262  -2.84227  1.64647
H  0.99581  3.39622  3.67568
H  -3.64079  2.80767  2.80503
H  0.92410  -3.93871  -2.18473
H  3.07437  -4.99129  -1.46328
H  2.06651  0.09298  -3.84314
H  -0.14042  3.13059  0.38345
H  -0.91701  -1.92226  -5.18570
H  -6.25559  -1.57356  -2.53955
H  -4.79880  -2.09351  -0.15388
H  -2.49746  1.15720  4.25582
H  0.98296  0.35469  -5.93524
H  -0.17884  0.48069  3.76316
H  0.92306  -2.94215  -0.72363
H  -0.01002  -0.62126  -7.01534

A cluster of 19 separate species, C39H46BBrCl54F3N3O7P2S in total in a non-equilibrium geometry. Source: OMol25; level of theory: ωB97M-V/def2-TZVPD.

## Properties
- LUMO energy: -0.3 eV
- 2S+1: 1
- F_max: 0.0377 hartree/bohr

Geometry (Å):
Br  0.01224  3.52188  -0.65476
Cl  -2.20133  4.06145  4.42295
Cl  -4.58547  -5.27986  7.26189
Cl  -2.37365  13.41950  -0.62926
Cl  -1.90292  -5.86008  8.75564
Cl  -2.54877  9.32827  6.94330
Cl  -2.51186  2.65544  -3.05262
Cl  3.53857  8.83911  -2.30735
Cl  3.38278  -7.17681  -16.84151
Cl  4.82701  -8.85415  4.12639
Cl  -4.42233  -1.28995  -7.74743
Cl  3.84212  3.84801  -0.38062
Cl  -0.67520  -1.67858  -9.00005
Cl  -1.09916  -5.74047  -12.36897
Cl  -3.21487  12.55244  -3.27048
Cl  -4.80298  4.90378  3.45252
Cl  0.65649  -6.45659  -14.56817
Cl  -0.79024  0.31255  -2.87352
Cl  5.98907  -7.72805  -15.69280
Cl  1.10871  -4.95151  -9.52531
Cl  4.83193  5.63294  -2.44132
Cl  -5.20216  -4.96850  4.41661
Cl  0.54932  -4.38987  9.29975
Cl  3.80024  -1.80708  0.64189
Cl  5.62459  10.84903  -2.19628
Cl  5.69662  -6.97713  2.08789
Cl  -0.67431  -6.13047  -4.58637
Cl  -2.51073  -3.88276  -4.69448
Cl  -7.22922  -5.92160  6.24962
Cl  -0.12792  -3.68921  -14.17131
Cl  0.01632  13.18845  -5.65442
Cl  2.63430  -2.81373  -8.27942
Cl  2.28884  -2.87748  -11.16788
Cl  -3.36978  7.45275  9.00266
Cl  4.27564  10.28871  -4.70470
Cl  -4.07784  0.91796  -9.59821
Cl  -4.14990  7.47891  0.92041
Cl  2.74769  3.71005  -3.06799
Cl  -6.32768  0.90156  -7.76427
Cl  4.47509  0.80302  1.61765
Cl  0.67477  -6.80256  7.73107
Cl  1.55279  12.50028  -8.01940
Cl  3.97585  -1.33794  3.50680
Cl  -3.88801  2.18865  2.97555
Cl  3.94941  -6.42596  -14.08974
Cl  -2.04920  6.49074  6.60249
Cl  2.58409  14.45706  -6.14009
Cl  -2.64488  8.15704  3.31016
Cl  -0.19625  -3.96033  -6.44778
Cl  -0.29364  2.33493  -4.89735
Cl  -1.52128  6.31850  1.36136
Cl  0.27759  0.27941  -10.92405
Cl  -0.50274  12.04465  -2.37391
Cl  3.77220  -9.05058  1.42847
Cl  -1.73003  -1.67092  -11.70134
S  0.03227  -1.08444  1.30661
P  0.46901  -3.30662  -0.91990
P  3.02240  2.51083  6.44954
F  -0.98781  -7.42530  2.81808
F  0.89094  -7.19894  3.86054
F  0.85628  -7.49854  1.74775
O  3.41983  1.52976  7.67852
O  -2.36982  -2.24246  5.68584
O  1.67931  3.09729  3.63403
O  3.30892  3.89896  6.76797
O  -1.33953  -0.36633  8.25980
O  3.87163  1.98619  5.19131
O  -0.96451  0.13218  6.97968
N  -0.36980  -4.31717  -1.78028
N  -0.39289  -2.10659  4.21726
N  -0.23645  -5.00726  4.80359
C  1.63426  12.98046  -6.32432
C  -5.82277  -4.87481  6.06197
C  -0.05827  -4.45733  3.50655
C  0.22918  -6.86981  2.75019
C  0.42445  -0.20507  2.78363
C  -0.11342  -3.07572  3.17886
C  -1.81199  -6.91903  5.56996
C  4.35368  -7.95888  2.68172
C  4.62941  -0.91484  1.91008
C  -2.16690  7.81283  7.76385
C  3.42257  4.76504  -1.83005
C  4.85952  9.60655  -3.18431
C  0.16399  -5.38498  2.48842
C  0.96748  1.27958  4.99597
C  0.93332  1.07098  2.61764
C  0.28117  -3.69402  0.84950
C  0.46377  -0.00321  5.13964
C  1.25542  2.18504  6.16883
C  0.32648  -5.01859  1.18264
C  -1.40072  1.95793  1.26053
C  0.24352  -0.47701  6.53518
C  0.06840  -2.75884  1.83842
C  -0.11229  1.91120  0.44748
C  1.18040  1.70132  1.27643
C  4.61744  -6.61962  -15.71165
C  -1.10673  -0.67788  -10.38488
C  -2.54152  7.73940  1.59983
C  -1.87024  13.15344  -2.29907
C  -0.15789  -5.98428  9.03915
C  2.46960  -3.84703  -9.70237
C  1.20161  1.80996  3.74454
C  -5.24976  -0.09194  -8.74141
C  0.24968  -5.21971  -13.38162
C  -3.86723  3.55865  4.08830
C  -1.52914  1.50316  -3.95479
C  -1.64808  -5.50360  4.97023
C  0.17436  -0.78514  4.01197
C  -1.42303  -4.92629  -5.62452
C  -2.87232  -1.47746  3.33588
B  -1.89271  -1.96570  4.45434
H  2.67038  5.49593  -1.56193
H  -4.31200  3.24328  5.02252
H  -3.89716  -1.70040  3.60810
H  3.54284  -7.29381  2.94938
H  4.04592  0.87761  7.34188
H  1.04840  -0.07083  7.15532
H  -1.28879  2.54862  2.15948
H  -1.88885  0.00191  -10.07375
H  5.60023  8.85218  -3.41487
H  -2.01141  -5.43674  -6.37482
H  -1.70120  0.93883  1.48903
H  1.84079  -3.40965  -1.22823
H  3.37238  -4.43514  -9.79590
H  -2.08420  -6.90440  6.62883
H  -0.52470  -0.62521  8.71044
H  -0.01161  -6.56617  9.93917
H  -2.08871  8.56963  1.07484
H  0.81071  3.15674  5.97606
H  0.23235  -1.56034  6.61780
H  0.93560  3.69774  3.76151
H  -1.07690  -3.83911  -2.32241
H  0.79838  1.83757  7.08553
H  -0.00218  -1.99495  -1.09962
H  -2.66831  -7.36646  5.06751
H  -5.84393  -0.61417  -9.47897
H  -0.96333  -7.56713  5.39879
H  -6.13579  -3.85539  6.24265
H  1.83336  1.05373  0.69516
H  -1.64278  -2.46612  6.27782
H  -1.20641  7.92449  8.24846
H  1.11229  -5.06528  -12.74502
H  -0.18584  1.10161  -0.26560
H  -2.72285  -0.40278  3.24180
H  3.64332  1.05596  5.03685
H  -2.18807  2.35013  0.62650
H  -2.59672  -1.91987  2.38107
H  -2.17507  0.97142  -4.64043
H  -1.55560  14.10294  -2.71164
H  4.96932  -5.65374  -16.04732
H  5.67580  -1.18882  1.89010
H  -2.13308  -5.53272  4.00302
H  -2.21903  -4.80794  5.57526
H  2.12419  12.18945  -5.77199
H  -0.15891  -4.23527  5.45754
H  1.68848  2.65026  1.36675
H  0.48424  -5.74879  0.40831